# 1
Molecular formula: C25H21Cl2N3O10SZn
Method: DFT, the ωB97M-V functional and the def2-TZVPD basis

Atoms and positions in Å:
Zn -8.6532 -2.1008 17.6595
O -11.0586 1.8436 21.9597
C -10.5699 1.0182 21.2118
C -10.8284 0.8974 19.6751
O -11.6510 1.5560 19.0651
C -9.9545 -0.1706 19.2299
C -9.2501 -0.7901 20.3233
O -8.4368 -1.6978 20.0812
C -9.5767 -0.0763 21.5913
O -8.9680 -0.2823 22.6341
O -9.7671 -0.4950 18.0038
C -10.0462 -7.3393 14.7042
C -11.1390 -6.2836 14.5430
N -10.6828 -4.8763 14.4669
C -10.5879 -4.2850 13.1338
C -9.2027 -4.4319 12.5423
C -10.3360 -4.2508 15.6349
S -9.7042 -2.6690 15.4863
N -10.5059 -4.9656 16.7678
C -10.2031 -4.6211 17.9863
O -9.6188 -3.5979 18.4743
C -10.5943 -5.6206 19.0658
C -10.3440 -5.2944 20.4134
C -10.6257 -6.2089 21.4082
C -11.1170 -7.4852 21.0632
C -11.3251 -7.7988 19.7213
C -11.0679 -6.8772 18.7210
H -10.4806 -8.3250 14.6087
H -9.6183 -7.2695 15.7137
H -9.2138 -7.2028 14.0572
H -11.8427 -6.4100 15.3834
H -11.6651 -6.4895 13.6050
H -10.7676 -3.2128 13.1997
H -11.3352 -4.7555 12.5042
H -8.4659 -3.8818 13.1118
H -9.1838 -3.9864 11.5413
H -8.8510 -5.4685 12.4662
H -9.8424 -4.3522 20.6619
H -10.4926 -5.9018 22.4601
H -11.2980 -8.2266 21.8341
H -11.7003 -8.7514 19.4388
H -11.2681 -7.1175 17.6915
Cl -7.9696 0.6442 14.8097
C -6.9730 2.1202 14.9706
Cl -6.1746 2.6195 13.4168
H -6.1957 1.9128 15.7318
H -7.5937 2.9505 15.3199
O -4.7253 -2.9459 17.2915
C -5.6370 -2.2433 17.7799
O -6.8452 -2.5947 17.9696
C -5.1810 -0.8356 18.3117
C -6.0409 0.2644 18.4376
C -5.5671 1.4747 18.8986
C -4.2005 1.5807 19.2568
C -3.3126 0.4909 19.0398
C -3.8058 -0.7185 18.5944
N -3.7178 2.8027 19.7868
O -4.5795 3.6379 20.1051
O -2.4803 2.9186 19.9132
H -7.1042 0.1825 18.2337
H -6.2409 2.2928 19.1125
H -2.3022 0.5748 19.3238
H -3.1822 -1.5681 18.3973

Calculated values
- Energy above the lowest of the compared OMol25 structures with the same formula, charge and spin: 0.00 kJ/mol
- Maximum force: 3.18 eV/Å
- Frontier orbital gap (spin up / spin down): 4.531 / 4.531 eV
- E_HOMO (spin up / spin down): -1.213 / -1.212 eV
- LUMO level (spin up / spin down): 3.318 / 3.318 eV
- E_tot: -4979.93123 Eh
- Total charge: -2

---

# 2
Molecular formula: C25H21ClN2NiO2
Method: DFT, the ωB97M-V functional and the def2-TZVPD basis

Atoms and positions in Å:
C 2.3396 -3.1022 -0.9575
C 2.4032 -2.5842 -2.2796
C 1.0343 -2.5349 -2.7894
H 3.2931 -2.4191 -2.8744
C 0.1605 -2.8339 -1.6805
C 0.9821 -3.2515 -0.5928
H 0.6179 -3.7317 0.3114
H 3.1888 -3.4447 -0.3772
H 0.7485 -2.4088 -3.8295
H -0.9216 -2.8753 -1.7255
Ni 1.1561 -0.7030 -1.7842
Cl 2.7208 0.2568 -2.7637
C 1.4829 1.4546 -5.2293
C 0.2573 0.8287 -5.5842
C 0.5644 -0.3774 -6.2866
H -0.7349 1.2108 -5.3623
C 1.9861 -0.4901 -6.3671
C 2.5548 0.6365 -5.7137
H 3.6172 0.8332 -5.6032
H 1.5885 2.3818 -4.6737
H -0.1544 -1.0806 -6.6987
H 2.5452 -1.2922 -6.8442
O -0.8531 1.6357 -1.6888
C -0.7494 1.0348 -0.6371
N -1.4145 1.2914 0.5618
C -0.9108 0.5417 1.6623
C -0.0915 -0.5182 0.9277
O 0.3667 -1.5369 1.4628
N 0.0312 -0.1313 -0.3869
C -0.0525 1.4391 2.5468
C 1.2378 1.0563 2.8840
C 2.0285 1.8898 3.6789
C 1.5198 3.0935 4.1573
C 0.1976 3.4594 3.8537
C -0.5927 2.6390 3.0388
C -2.0363 -0.0115 2.5189
C -1.6994 -0.7050 3.6819
C -2.7031 -1.0710 4.5799
C -4.0404 -0.7821 4.2778
C -4.3829 -0.1325 3.0864
C -3.3692 0.2258 2.1872
H -1.9568 2.1349 0.6392
H 1.6332 0.1031 2.5445
H 3.0522 1.5986 3.8890
H 2.1397 3.7641 4.7551
H -0.2253 4.3869 4.2400
H -1.6291 2.9158 2.8233
H -0.6471 -0.9412 3.8684
H -2.4246 -1.5861 5.5004
H -4.8210 -1.0663 4.9812
H -5.4199 0.1017 2.8411
H -3.6171 0.6977 1.2306

Calculated values
- Energy above the lowest of the compared OMol25 structures with the same formula, charge and spin: 0.00 kJ/mol
- Maximum force: 2.46 eV/Å
- Multiplicity: 3
- Frontier orbital gap (spin up / spin down): 3.626 / 3.631 eV
- E_HOMO (spin up / spin down): 0.447 / 0.442 eV
- LUMO level (spin up / spin down): 4.072 / 4.072 eV
- E_tot: -3193.74432 Eh
- ⟨S²⟩: 2.0123
- Total charge: -2

---

# 3
Molecular formula: C25H21FHgOSi
Method: DFT, the ωB97M-V functional and the def2-TZVPD basis

Atoms and positions in Å:
Hg 0.2793 1.5122 1.0225
O -1.4544 -0.8885 0.9370
Si -2.2766 -1.3620 2.1700
C -1.1772 -1.6591 3.7148
C 0.1887 -1.4247 3.5473
C 1.0932 -1.5805 4.5895
C 0.6421 -1.9804 5.8401
C -0.7097 -2.2342 6.0263
C -1.6034 -2.0808 4.9742
C -3.1430 -3.0444 1.9157
C -4.5250 -3.2247 1.9255
C -5.0972 -4.4571 1.6310
C -4.2897 -5.5380 1.3091
C -2.9095 -5.3804 1.2963
C -2.3489 -4.1493 1.6011
C -3.6074 -0.1028 2.7092
C -3.6891 1.0697 1.9551
C -4.5933 2.0766 2.2634
C -5.4483 1.9330 3.3479
C -5.3877 0.7757 4.1120
C -4.4799 -0.2255 3.7915
H 0.5343 -1.1113 2.5673
H 2.1481 -1.3879 4.4278
H 1.3376 -2.0899 6.6644
H -1.0670 -2.5512 7.0005
H -2.6525 -2.2964 5.1510
H -5.1678 -2.3837 2.1653
H -6.1753 -4.5755 1.6498
H -4.7333 -6.4981 1.0711
H -2.2718 -6.2216 1.0473
H -1.2703 -4.0276 1.5912
H -3.0148 1.1769 1.1113
H -4.6301 2.9772 1.6604
H -6.1526 2.7175 3.5994
H -6.0493 0.6571 4.9632
H -4.4559 -1.1191 4.4073
F 5.1236 3.3278 -0.8375
C 4.0266 2.7163 -1.3327
C 4.1413 1.4152 -1.8007
C 3.0337 0.7982 -2.3299
C 1.7782 1.4634 -2.4066
C 0.6616 0.8498 -2.9601
C 1.7170 2.7897 -1.8933
C 2.8266 3.4070 -1.3645
H 5.0960 0.9103 -1.7334
H 3.0963 -0.2197 -2.6936
H 0.7073 -0.1629 -3.3345
H -0.2956 1.3506 -2.9861
H 0.7735 3.3168 -1.9418
H 2.7811 4.4100 -0.9618

Calculated values
- Energy above the lowest of the compared OMol25 structures with the same formula, charge and spin: 28.73 kJ/mol
- Maximum force: 0.66 eV/Å
- Multiplicity: 2
- Frontier orbital gap (spin up / spin down): 7.732 / 6.563 eV
- E_HOMO (spin up / spin down): -4.780 / -4.812 eV
- LUMO level (spin up / spin down): 2.952 / 1.751 eV
- E_tot: -1583.36399 Eh
- ⟨S²⟩: 0.7931
- Total charge: -1

---

# 4
Molecular formula: C25H21N2O3PPdS
Method: DFT, the ωB97M-V functional and the def2-TZVPD basis

Atoms and positions in Å:
Pd 1.3352 0.2125 0.4057
N 2.7101 0.1561 -1.0885
C 2.0542 -0.7670 -1.9157
C 2.8261 -1.3193 -2.9982
C 2.3439 -2.2572 -3.9107
C 1.0552 -2.7172 -3.7799
C 0.2707 -2.2484 -2.7289
C 0.7246 -1.2922 -1.7701
P -0.4965 -0.8889 -0.4259
C -2.1042 -1.5790 -0.9196
C -2.5860 -2.8296 -0.5027
C -3.8381 -3.2948 -0.9174
C -4.6323 -2.5158 -1.7541
C -4.1758 -1.2712 -2.1770
C -2.9243 -0.8072 -1.7621
C 0.0303 -1.9271 0.9764
C -0.5751 -1.7033 2.2272
C -0.2235 -2.4591 3.3492
C 0.7450 -3.4520 3.2428
C 1.3611 -3.6861 2.0167
C 1.0077 -2.9290 0.8943
H 3.4274 0.1642 -1.7794
H 3.2344 0.7893 -0.5592
H 3.8632 -1.0171 -3.1567
H 2.9810 -2.6225 -4.7111
H 0.6543 -3.4494 -4.4752
H -0.7258 -2.6783 -2.6695
H -1.9936 -3.4709 0.1454
H -4.1901 -4.2673 -0.5831
H -5.6056 -2.8777 -2.0743
H -4.7919 -0.6573 -2.8287
H -2.5915 0.1706 -2.1070
H -1.3346 -0.9312 2.3385
H -0.7062 -2.2675 4.3037
H 1.0227 -4.0392 4.1138
H 2.1225 -4.4566 1.9286
H 1.5153 -3.1428 -0.0422
O 2.9996 2.9136 1.1965
C 1.7801 3.0450 1.1577
N 0.8690 2.0992 0.8612
S -0.6132 2.7042 0.9281
O -1.4407 2.2652 2.0466
O -1.2983 2.8785 -0.3481
C -0.1820 4.3351 1.3715
C -0.9924 5.4254 1.6026
C -0.3532 6.6183 1.9462
C 1.0527 6.6770 2.0448
C 1.8375 5.5418 1.8007
C 1.1899 4.3670 1.4613
H -2.0688 5.3406 1.5169
H -0.9454 7.5086 2.1391
H 1.5343 7.6136 2.3133
H 2.9192 5.5683 1.8718
H 1.9221 -0.5724 1.7847

Calculated values
- Energy above the lowest of the compared OMol25 structures with the same formula, charge and spin: 0.00 kJ/mol
- Maximum force: 6.42 eV/Å
- Frontier orbital gap (spin up / spin down): 3.164 / 3.165 eV
- E_HOMO (spin up / spin down): 1.585 / 1.584 eV
- LUMO level (spin up / spin down): 4.749 / 4.749 eV
- E_tot: -2167.69019 Eh
- Total charge: -2